{
  "formula": "C47H122N6O15",
  "method": "ωB97M-V/def2-TZVPD",
  "elements": ["C", "O", "C", "C", "C", "N", "H", "H", "H", "H", "H", "H", "H", "H", "H", "H", "H", "C", "O", "C", "C", "C", "N", "H", "H", "H", "H", "H", "H", "H", "H", "H", "H", "H", "C", "O", "C", "C", "N", "C", "C", "O", "C", "H", "H", "H", "H", "H", "H", "H", "H", "H", "H", "H", "H", "H", "H", "H", "C", "O", "C", "C", "N", "C", "C", "O", "C", "H", "H", "H", "H", "H", "H", "H", "H", "H", "H", "H", "H", "H", "H", "H", "C", "O", "C", "C", "N", "C", "C", "O", "C", "H", "H", "H", "H", "H", "H", "H", "H", "H", "H", "H", "H", "H", "H", "H", "C", "O", "C", "C", "N", "C", "C", "O", "C", "H", "H", "H", "H", "H", "H", "H", "H", "H", "H", "H", "H", "H", "H", "H", "C", "C", "C", "O", "H", "H", "H", "H", "H", "H", "H", "H", "C", "C", "C", "O", "H", "H", "H", "H", "H", "H", "H", "H", "C", "C", "C", "O", "H", "H", "H", "H", "H", "H", "H", "H", "C", "C", "C", "O", "H", "H", "H", "H", "H", "H", "H", "H", "C", "C", "C", "O", "H", "H", "H", "H", "H", "H", "H", "H"],
  "xyz": [[-7.858, -3.255, -2.407], [-6.708, -2.478, -2.303], [-6.022, -2.674, -1.074], [-4.895, -1.675, -1.032], [-5.409, -0.230, -1.290], [-3.861, -2.083, -2.008], [-8.396, -2.964, -3.309], [-8.576, -3.028, -1.596], [-7.708, -4.339, -2.371], [-6.716, -2.486, -0.244], [-5.623, -3.692, -1.036], [-4.412, -1.688, -0.050], [-4.939, 0.482, -0.612], [-6.480, -0.239, -1.080], [-5.216, 0.058, -2.319], [-4.289, -2.080, -2.930], [-3.211, -1.306, -1.987], [-3.839, 1.284, 2.255], [-4.991, 0.905, 2.968], [-5.659, -0.222, 2.464], [-6.815, -0.618, 3.337], [-6.412, -1.086, 4.719], [-7.534, -1.703, 2.634], [-3.925, 2.307, 1.893], [-3.636, 0.653, 1.373], [-2.928, 1.122, 2.844], [-6.025, 0.040, 1.453], [-5.005, -1.084, 2.240], [-7.510, 0.230, 3.393], [-5.674, -1.889, 4.681], [-7.267, -1.465, 5.282], [-6.017, -0.248, 5.297], [-7.537, -1.539, 1.635], [-8.499, -1.783, 2.923], [2.058, -3.188, -1.531], [2.815, -3.880, -0.555], [3.437, -5.038, -1.066], [4.327, -5.572, 0.029], [5.282, -4.553, 0.454], [5.925, -4.901, 1.731], [7.214, -4.130, 1.891], [7.676, -4.371, 3.217], [8.775, -3.544, 3.560], [2.649, -3.031, -2.438], [1.887, -2.183, -1.136], [1.064, -3.626, -1.647], [4.080, -4.731, -1.903], [2.719, -5.807, -1.371], [4.777, -6.550, -0.160], [3.650, -5.839, 0.873], [4.694, -3.733, 0.556], [6.092, -5.976, 1.722], [5.255, -4.590, 2.542], [7.039, -3.052, 1.782], [7.989, -4.478, 1.198], [9.524, -3.572, 2.765], [9.240, -3.982, 4.444], [8.395, -2.554, 3.821], [0.768, 5.908, -0.329], [-0.282, 5.332, 0.435], [-1.536, 5.950, 0.266], [-2.579, 5.078, 0.927], [-2.300, 4.619, 2.275], [-2.314, 5.746, 3.235], [-2.179, 5.246, 4.663], [-0.845, 5.311, 5.119], [-0.520, 4.294, 6.053], [1.045, 6.899, 0.051], [0.414, 6.057, -1.356], [1.636, 5.255, -0.310], [-1.782, 5.985, -0.809], [-1.507, 6.999, 0.586], [-2.847, 4.256, 0.257], [-3.512, 5.658, 0.956], [-1.343, 4.264, 2.266], [-3.313, 6.166, 3.123], [-1.485, 6.437, 3.047], [-2.608, 4.243, 4.768], [-2.810, 5.904, 5.282], [-0.604, 3.329, 5.539], [-1.138, 4.307, 6.952], [0.529, 4.462, 6.286], [-2.057, -6.729, 1.257], [-0.961, -5.933, 0.868], [-1.353, -4.716, 0.259], [-2.119, -3.749, 1.134], [-1.369, -3.494, 2.356], [-2.105, -2.821, 3.398], [-3.132, -3.682, 4.103], [-2.421, -4.560, 4.972], [-3.182, -5.649, 5.450], [-2.455, -7.262, 0.383], [-2.863, -6.125, 1.686], [-1.765, -7.456, 2.011], [-1.816, -4.926, -0.715], [-0.426, -4.194, -0.004], [-3.158, -4.074, 1.303], [-2.151, -2.793, 0.603], [-0.932, -4.356, 2.660], [-2.582, -1.934, 2.969], [-1.380, -2.480, 4.141], [-3.771, -4.239, 3.410], [-3.756, -3.035, 4.740], [-2.796, -5.867, 6.447], [-2.986, -6.555, 4.862], [-4.253, -5.444, 5.457], [7.913, 5.961, -5.474], [7.002, 4.975, -5.035], [5.701, 5.482, -4.892], [4.690, 4.374, -5.102], [4.619, 3.410, -4.025], [3.616, 2.392, -4.313], [3.486, 1.326, -3.237], [4.242, 0.133, -3.382], [4.176, -0.476, -4.630], [8.910, 5.580, -5.264], [7.779, 6.895, -4.918], [7.793, 6.177, -6.540], [5.496, 6.227, -5.672], [5.505, 5.961, -3.924], [4.916, 3.906, -6.080], [3.717, 4.837, -5.308], [5.507, 2.910, -4.058], [3.723, 1.931, -5.310], [2.615, 2.829, -4.407], [2.446, 0.962, -3.289], [3.599, 1.801, -2.265], [4.682, 0.126, -5.393], [3.143, -0.584, -5.010], [4.596, -1.475, -4.559], [4.795, -0.275, 3.082], [5.075, -0.427, 1.612], [3.786, -0.188, 0.794], [6.056, 0.551, 1.271], [4.338, 0.693, 3.318], [5.701, -0.269, 3.696], [4.133, -1.059, 3.449], [5.460, -1.437, 1.433], [2.923, -0.257, 1.456], [3.725, -0.884, -0.041], [3.807, 0.842, 0.438], [6.392, 0.384, 0.385], [0.118, -1.351, -4.264], [0.376, -1.505, -5.758], [1.082, -2.821, -6.066], [-0.902, -1.514, -6.415], [1.046, -1.466, -3.706], [-0.653, -2.055, -3.939], [-0.368, -0.378, -4.145], [0.942, -0.661, -6.146], [0.390, -3.657, -6.002], [1.842, -2.974, -5.292], [1.608, -2.747, -7.015], [-1.312, -2.372, -6.270], [-2.915, 1.745, -3.886], [-2.051, 2.995, -3.809], [-2.759, 4.131, -3.035], [-0.851, 2.644, -3.119], [-3.898, 1.926, -4.351], [-3.180, 1.284, -2.933], [-2.473, 1.033, -4.589], [-1.792, 3.302, -4.820], [-2.366, 4.161, -2.021], [-3.842, 4.033, -3.080], [-2.491, 5.093, -3.482], [-1.081, 2.220, -2.279], [-1.373, -0.363, -0.640], [-0.546, 0.687, 0.040], [0.841, 0.653, -0.599], [-1.230, 1.905, -0.301], [-1.538, -0.045, -1.672], [-2.337, -0.509, -0.150], [-0.835, -1.313, -0.661], [-0.535, 0.581, 1.125], [0.662, 0.938, -1.640], [1.133, -0.396, -0.580], [1.589, 1.302, -0.157], [-0.769, 2.650, 0.108], [1.544, 4.051, 3.558], [1.523, 2.823, 2.680], [0.790, 1.728, 3.448], [0.711, 3.097, 1.534], [0.549, 4.469, 3.712], [2.153, 4.857, 3.128], [1.979, 3.869, 4.544], [2.471, 2.380, 2.365], [0.726, 0.788, 2.890], [-0.241, 1.991, 3.696], [1.309, 1.471, 4.376], [0.818, 4.012, 1.257]],
  "lowdin_charge": [-0.128, -0.190, -0.204, -0.416, -0.041, 0.059, 0.089, 0.089, 0.090, 0.109, 0.130, 0.104, 0.057, 0.075, 0.069, 0.074, 0.022, -0.095, -0.160, -0.236, -0.428, -0.052, 0.035, 0.079, 0.060, 0.086, 0.113, 0.122, 0.141, 0.058, 0.076, 0.081, 0.040, 0.070, -0.099, -0.201, -0.231, -0.231, -0.060, -0.195, -0.226, -0.208, -0.110, 0.086, 0.057, 0.082, 0.124, 0.127, 0.119, 0.125, 0.088, 0.120, 0.127, 0.109, 0.126, 0.086, 0.084, 0.086, -0.068, -0.238, -0.219, -0.216, -0.039, -0.181, -0.226, -0.216, -0.104, 0.095, 0.094, 0.093, 0.111, 0.127, 0.101, 0.123, 0.083, 0.119, 0.125, 0.124, 0.122, 0.075, 0.092, 0.085, -0.106, -0.184, -0.216, -0.228, -0.041, -0.201, -0.222, -0.193, -0.110, 0.091, 0.072, 0.088, 0.127, 0.107, 0.101, 0.090, 0.110, 0.108, 0.122, 0.114, 0.110, 0.086, 0.080, 0.086, -0.113, -0.186, -0.250, -0.241, -0.041, -0.229, -0.198, -0.187, -0.129, 0.087, 0.087, 0.088, 0.118, 0.128, 0.125, 0.122, 0.121, 0.107, 0.123, 0.105, 0.122, 0.082, 0.077, 0.092, -0.063, -0.477, -0.044, -0.050, 0.075, 0.079, 0.085, 0.110, 0.069, 0.069, 0.074, 0.091, -0.054, -0.482, -0.052, -0.064, 0.059, 0.086, 0.067, 0.130, 0.082, 0.066, 0.080, 0.078, -0.065, -0.450, -0.035, -0.081, 0.082, 0.060, 0.074, 0.133, 0.048, 0.076, 0.075, 0.032, -0.054, -0.441, -0.030, -0.074, 0.071, 0.058, 0.084, 0.122, 0.073, 0.055, 0.062, 0.065, -0.045, -0.434, -0.055, -0.077, 0.062, 0.092, 0.084, 0.127, 0.064, 0.072, 0.086, 0.044],
  "homo_energy_ev": -8.5,
  "max_force_ha_per_bohr": 0.0367,
  "smiles": "COC[C@H](C)N.COC[C@H](C)N.COCCNCCOC.COCCNCCOC.COCCNCCOC.COCCNCCOC.CC(C)O.CC(C)O.CC(C)O.CC(C)O.CC(C)O",
  "e_tot_ha": -3320.7889,
  "orbital_gap_ev": 9.17,
  "multiplicity": 1
}